{
  "formula": "C6H13N5",
  "method": "ωB97M-V/def2-TZVPD",
  "homo_lumo_gap_ev": 10.0,
  "smiles": "CC(C)[C@H](CN)c1nnn[nH]1",
  "lumo_ev": 0.60,
  "total_charge": 0,
  "e_tot_ev": -13879.0410,
  "e_above_lowest_ev": 4.808,
  "symbols": ["C", "C", "C", "C", "C", "C", "H", "H", "H", "H", "H", "H", "H", "H", "H", "H", "H", "H", "H", "N", "N", "N", "N", "N"],
  "xyz": [[0.509791, -0.795746, 2.033391], [-0.522275, 0.194299, 1.550290], [-1.661029, 0.074567, 2.654046], [-0.836428, 0.224110, -0.014170], [-0.673627, -1.312419, -0.475424], [0.298168, 0.592753, -0.793274], [1.559946, -0.797517, 1.791200], [0.309449, -0.823048, 3.150540], [0.110609, -1.866695, 1.779320], [-0.013778, 1.182914, 1.718170], [-1.330404, 0.143258, 3.808212], [-2.656725, 0.752024, 2.508024], [-2.214204, -0.837205, 2.753236], [-1.671209, 0.958720, -0.152758], [-0.799502, -1.317588, -1.528648], [0.382824, -1.480227, -0.355358], [-2.657197, -2.180778, 0.141591], [-1.326888, -2.415057, 1.067334], [-0.042903, 0.089443, -2.834661], [-1.522979, -2.310328, 0.121128], [1.315579, 1.364545, -0.329786], [2.056176, 1.536331, -1.404132], [1.576345, 1.076720, -2.491506], [0.526649, 0.436499, -2.120754]],
  "atomic_forces_ev_per_a": [[-1.93, -3.56, 1.45], [0.75, 2.27, 0.89], [-2.46, 2.03, 0.96], [-0.49, -2.62, 2.19], [-3.33, 0.87, 0.29], [2.56, 4.22, 0.16], [0.17, 0.64, -0.27], [1.24, 0.14, -1.17], [1.18, 1.69, 0.44], [-0.78, -0.55, 0.06], [-0.21, 0.65, -2.86], [2.71, -0.77, 0.24], [0.24, -1.36, -0.75], [0.07, -1.44, -0.43], [-0.47, -0.44, -1.03], [0.15, -0.76, 0.60], [3.92, 0.16, -0.71], [0.47, -0.33, 1.80], [-1.09, -0.79, -0.80], [-3.70, -0.29, -1.19], [-1.67, -2.28, -1.42], [3.09, 2.56, -0.42], [1.99, 0.46, 0.36], [-2.40, -0.52, 1.61]],
  "nbo_charge": [-0.62, -0.24, -0.63, -0.30, -0.20, 0.31, 0.24, 0.22, 0.17, 0.24, 0.23, 0.21, 0.20, 0.25, 0.18, 0.21, 0.37, 0.35, 0.41, -0.83, -0.28, -0.09, -0.07, -0.34]
}